[1]
C21H24F3HfNO4P2S | wB97M-V/def2-TZVPD

Summary:
**E_HOMO**: -13.330 eV
**Kohn-Sham gap**: 3.42 eV
**LUMO level**: -0.3640 Eh

```
! RIJCOSX wB97M-V def2-TZVPD def2/J DEFGRID3
* xyz 2 1
C -1.26407 2.94249 -2.97743
C -0.41657 2.62943 -1.92263
C -1.02815 2.56838 -0.62157
C -2.34874 1.99050 -0.64225
C -3.20468 2.30051 -1.72292
C -2.66954 2.86199 -2.84162
C -2.74099 1.22090 0.44678
C -2.08560 1.45816 1.64640
C -0.76185 2.07620 1.61165
C 0.08043 1.63122 2.68454
C -0.53073 1.40576 3.91100
C -1.92162 1.26403 4.01817
C -2.68595 1.17199 2.89172
H -0.86108 3.07616 -3.96593
H -4.25082 2.05125 -1.53294
H -3.32912 3.17822 -3.63484
H -3.41818 0.34805 0.31660
H 0.10013 1.17703 4.75314
H -2.38585 1.15884 4.98827
H -3.75353 0.94132 2.83506
N -0.37440 2.75232 0.53394
Hf 0.13099 -1.64067 -0.38011
C 0.95251 2.06178 -2.16685
H 1.69589 2.45255 -1.45533
H 1.26859 2.29786 -3.18993
C 1.48090 1.22272 2.38546
H 2.03964 1.97691 1.80477
H 2.00595 1.01199 3.31758
P 1.13449 0.17504 -2.09804
P 1.67726 -0.39128 1.42145
C 1.78442 -1.68705 2.71012
H 2.07393 -2.64914 2.26043
H 2.55800 -1.36540 3.41752
H 0.81892 -1.80325 3.22037
C 3.44338 -0.20287 1.04422
H 3.96659 -0.22471 2.00611
H 3.79937 -1.01645 0.40693
H 3.60671 0.76352 0.55676
C 0.55457 -0.39444 -3.73852
H 1.01712 0.23301 -4.50795
H 0.84892 -1.44008 -3.90640
H -0.53652 -0.32807 -3.81042
C 2.92090 0.09640 -2.41216
H 3.28524 -0.93083 -2.35843
H 3.10167 0.49137 -3.41550
H 3.45930 0.70253 -1.68240
C 1.91503 -2.30583 -0.70804
O 2.88009 -2.95448 -0.93851
H -0.86754 -0.43990 -0.31916
F -2.50236 -4.98096 1.70886
C -1.50132 -4.87240 0.82121
F -0.42207 -4.37526 1.52637
F -1.18304 -6.11782 0.41276
S -1.90525 -3.61880 -0.49886
O -0.57682 -3.50368 -1.23043
O -3.00542 -4.03887 -1.31939
O -2.06914 -2.40820 0.34037
*
```

***

[2]
C21H24F3N2S4W | wB97M-V/def2-TZVPD

Summary:
**E_HOMO (spin up / spin down)**: -11.014 / -11.014 eV
**Kohn-Sham gap (spin up / spin down)**: 6.15 / 6.15 eV
**Relative energy (zero: lowest compared OMol25 entry of this formula, charge and spin)**: 6.52 kcal per mole
**LUMO level (spin up / spin down)**: -0.1789 / -0.1789 Eh

```
! RIJCOSX wB97M-V def2-TZVPD def2/J DEFGRID3
* xyz 1 1
W 0.04904 1.03468 -0.12971
C -0.57956 -0.53954 -2.97672
N -0.22001 -0.84532 -1.55206
C -1.42721 -1.57243 -1.01038
C -1.37397 -1.76671 0.47062
N -1.50599 -0.43555 1.12950
C -1.15889 -0.57091 2.58560
C -2.90332 0.02433 1.12495
C -3.96015 -0.78415 1.52296
C -5.24113 -0.25670 1.58694
C -5.46728 1.08092 1.27975
C -4.40923 1.88774 0.90288
C -3.12770 1.34559 0.82356
S -1.83123 2.37550 0.26042
C 0.95616 -1.75294 -1.51662
C 1.17667 -2.68156 -2.53054
C 2.25982 -3.54227 -2.46414
C 3.13176 -3.48214 -1.38486
C 2.90745 -2.56610 -0.37600
C 1.81396 -1.70034 -0.43087
S 1.54550 -0.61143 0.91040
H -0.94550 -1.44387 -3.45611
H 0.28981 -0.15883 -3.49806
H -1.37244 0.19748 -2.98370
H -1.50886 -2.52386 -1.53875
H -2.29929 -0.96793 -1.27314
H -0.43622 -2.20996 0.79446
H -2.17642 -2.43267 0.78418
H -1.82780 -1.30408 3.03636
H -1.30925 0.39210 3.06719
H -0.12955 -0.89610 2.68497
H -3.80416 -1.81970 1.79427
H -6.06320 -0.89250 1.88785
H -6.46629 1.49195 1.33603
H -4.56779 2.93001 0.65642
H 0.52403 -2.74862 -3.38643
H 2.42346 -4.25517 -3.26071
H 3.98799 -4.14186 -1.33215
H 3.58040 -2.50399 0.47027
C 4.63920 2.19119 0.14404
C 3.15748 2.03747 0.37628
S 2.20813 1.71183 -0.95708
C 2.55782 2.28893 1.59839
C 3.32126 2.74483 2.81462
S 0.88103 2.24730 1.69325
H 4.92874 1.80265 -0.82917
H 5.20641 1.65536 0.90589
H 4.93057 3.24197 0.19301
H 4.37016 2.46714 2.74074
H 2.91902 2.30368 3.72458
H 3.27339 3.83081 2.91668
F -1.40183 2.17752 -2.57644
C -0.17078 2.29277 -1.99220
F 0.68118 2.03684 -3.02775
F -0.03537 3.61663 -1.73347
*
```

***

[3]
C21H24FN3O2 | wB97M-V/def2-TZVPD

Summary:
**E_HOMO**: -8.127 eV
**Kohn-Sham gap**: 8.73 eV
**SMILES**: O=C(CN1CCC(NC(=O)c2ccccc2)CC1)NCc1ccccc1F
**Relative energy (zero: lowest compared OMol25 entry of this formula, charge and spin)**: 16.86 kcal per mole
**LUMO level**: 0.0223 Eh

```
! RIJCOSX wB97M-V def2-TZVPD def2/J DEFGRID3
* xyz 0 1
O -2.79476 1.09629 1.92670
C -1.77946 1.75443 1.81233
N -0.56241 1.27466 2.12937
H 0.26510 1.83066 1.98633
C -0.37628 -0.11005 2.54174
C 1.01067 -0.30285 3.07412
C 2.02759 -0.76762 2.24851
C 3.31662 -0.92210 2.72799
C 3.61293 -0.61191 4.04510
C 2.61912 -0.14262 4.88624
C 1.33814 0.00748 4.38841
F 0.37597 0.47078 5.21718
H 2.82094 0.10611 5.91629
H 4.61708 -0.73505 4.42154
H 4.09270 -1.28809 2.07301
H 1.78603 -1.00933 1.22434
H -1.13504 -0.33337 3.29805
H -0.53176 -0.76558 1.67822
C -1.78751 3.19685 1.29006
N -1.68853 3.35473 -0.14770
C -0.37681 3.31669 -0.75089
C 0.12055 1.91766 -1.14351
H 1.07850 2.00004 -1.66121
C -0.91503 1.26118 -2.05426
N -0.49891 -0.06285 -2.50063
C -0.03218 -1.05844 -1.71439
O 0.19960 -0.94469 -0.52321
C 0.20254 -2.35008 -2.42906
C 0.62107 -2.41378 -3.75459
C 0.83972 -3.64141 -4.35383
C 0.63896 -4.81193 -3.64065
C 0.23558 -4.75444 -2.31686
C 0.02682 -3.52936 -1.71176
H -0.27803 -3.46546 -0.67794
H 0.08771 -5.66488 -1.75554
H 0.80556 -5.76750 -4.11534
H 1.17074 -3.68507 -5.38114
H 0.80798 -1.50801 -4.31455
H -0.78379 -0.31854 -3.43249
C -2.26244 1.22066 -1.32947
C -2.67553 2.64481 -0.93104
H -3.60570 2.60815 -0.36363
H -2.84686 3.22949 -1.84434
H -3.02816 0.79114 -1.97895
H -2.17787 0.59215 -0.44361
H -1.01964 1.86919 -2.96319
H 0.25851 1.29358 -0.26343
H 0.33717 3.79240 -0.07464
H -0.43175 3.93000 -1.66050
H -0.98113 3.77074 1.75276
H -2.74438 3.63517 1.59405
*
```

***

[4]
C21H24HfN2OP2Se | wB97M-V/def2-TZVPD

Summary:
**E_HOMO**: -14.068 eV
**Kohn-Sham gap**: 6.10 eV
**LUMO level**: -0.2929 Eh

```
! RIJCOSX wB97M-V def2-TZVPD def2/J DEFGRID3
* xyz 2 1
C 5.04960 -0.46540 1.13856
C 4.08514 0.26860 0.45209
C 3.65522 -0.15720 -0.84318
C 4.33900 -1.27373 -1.45671
C 5.32975 -1.98192 -0.71852
C 5.61398 -1.61808 0.58243
C 3.92748 -1.63042 -2.74065
C 3.05219 -0.83552 -3.48437
C 2.44040 0.29502 -2.82101
C 1.56233 1.15461 -3.56237
C 1.17927 0.79109 -4.85059
C 1.68207 -0.37251 -5.45011
C 2.63721 -1.14528 -4.81330
H 5.37301 -0.15115 2.12825
H 5.75745 -2.86806 -1.18635
H 6.32778 -2.20272 1.15181
H 4.35341 -2.51383 -3.23004
H 0.46066 1.41190 -5.38151
H 1.32069 -0.64912 -6.43645
H 3.04605 -2.04559 -5.27596
N 2.51636 0.35668 -1.44146
Hf 0.23777 -0.02590 -0.18927
C 3.39313 1.42483 1.10203
H 3.24478 2.28074 0.42331
H 3.88874 1.69305 2.04667
C 0.92852 2.34953 -2.89470
H 1.63596 2.90615 -2.25914
H 0.47341 3.01234 -3.64458
P 1.70187 0.88010 1.60609
P -0.48254 1.82308 -1.81312
C -1.78230 1.65826 -3.03860
H -2.72374 1.50157 -2.50438
H -1.83972 2.58527 -3.62536
H -1.62257 0.79888 -3.69395
C -0.84715 3.41504 -1.06736
H -1.10625 4.10110 -1.88193
H -1.68915 3.28418 -0.38396
H 0.01453 3.78685 -0.50537
C 2.13170 -0.20563 3.00295
H 2.79379 0.35847 3.68531
H 1.20056 -0.49845 3.50763
H 2.62810 -1.11709 2.64888
C 1.26205 2.38749 2.50681
H 0.30110 2.21098 3.00468
H 2.08156 2.56889 3.22677
H 1.15374 3.21821 1.79603
C -0.19048 -1.29244 -1.89121
O -0.65814 -2.02682 -2.67932
H 0.94831 -1.63019 -0.08211
Se -3.86172 -0.80823 2.77328
C -2.44899 -0.60198 1.74393
N -1.50832 -0.44668 1.00786
*
```

***

[5]
C21H24N2O5 | wB97M-V/def2-TZVPD

Summary:
**E_HOMO**: -7.948 eV
**Kohn-Sham gap**: 8.64 eV
**SMILES**: COc1ccccc1OCC(=O)N1CCN(Cc2ccc3c(c2)OCO3)CC1
**Relative energy (zero: lowest compared OMol25 entry of this formula, charge and spin)**: 93.77 kcal per mole
**LUMO level**: 0.0254 Eh

```
! RIJCOSX wB97M-V def2-TZVPD def2/J DEFGRID3
* xyz 0 1
C -3.73325 -2.07133 2.26913
H -2.68694 -1.89263 2.52803
O -3.94067 -2.06368 0.87478
C -4.03326 -0.87813 0.19787
C -4.76085 -0.93682 -0.98599
C -4.91804 0.17345 -1.79290
C -4.35756 1.37595 -1.40857
C -3.62076 1.45488 -0.23912
C -3.43064 0.33899 0.56558
O -2.65316 0.34661 1.70261
C -1.96232 1.52404 2.05258
C -0.95687 2.05569 1.02145
O -0.94356 3.24738 0.75857
N -0.09374 1.18652 0.47060
C 0.01439 -0.23478 0.70753
H 1.05179 -0.45157 0.98880
C -0.34740 -0.99357 -0.58440
N 0.41474 -0.57521 -1.73735
C 1.66359 -1.26201 -2.00497
C 2.80594 -1.02797 -1.03906
C 2.95856 -1.83573 0.07873
C 3.97346 -1.63090 1.01159
C 4.83398 -0.58717 0.77759
C 4.70022 0.22348 -0.35114
C 3.70137 0.02265 -1.27041
H 3.61821 0.65201 -2.14130
O 5.68855 1.17087 -0.34916
C 6.45141 0.93232 0.81403
O 5.90823 -0.16587 1.51489
H 6.43220 1.82659 1.45724
H 7.49342 0.71102 0.53256
H 4.08490 -2.26376 1.87577
H 2.27402 -2.65653 0.23316
H 1.97760 -0.95953 -3.00817
H 1.43218 -2.33081 -2.03320
C 0.39339 0.86238 -1.88757
C 0.77076 1.62609 -0.60788
H 1.81107 1.43048 -0.33087
H 0.62377 2.69835 -0.74236
H -0.63141 1.14352 -2.16056
H 1.05837 1.14973 -2.70242
H -1.40483 -0.80694 -0.80803
H -0.21534 -2.06524 -0.43211
H -0.64337 -0.54722 1.51439
H -1.42889 1.27326 2.97581
H -2.65910 2.34388 2.26834
H -3.17844 2.39902 0.03176
H -4.47976 2.25937 -2.01574
H -5.48290 0.09783 -2.70889
H -5.19481 -1.88737 -1.25302
H -4.01971 -3.07057 2.59844
H -4.35852 -1.33106 2.77333
*
```

***

[6]
C21H24N3O2RuS2 | wB97M-V/def2-TZVPD

Summary:
**E_HOMO (spin up / spin down)**: 1.434 / 0.117 eV
**⟨S²⟩**: 0.7912
**Kohn-Sham gap (spin up / spin down)**: 3.23 / 4.55 eV
**Relative energy (zero: lowest compared OMol25 entry of this formula, charge and spin)**: 8.70 kcal per mole
**LUMO level (spin up / spin down)**: 0.1715 / 0.1715 Eh

```
! RIJCOSX wB97M-V def2-TZVPD def2/J DEFGRID3
* xyz -2 2
Ru 0.23759 -0.81291 -0.37126
O -0.30478 -1.09036 3.83610
C -0.20104 -1.23144 2.60761
N -0.23052 -0.18436 1.65996
C -0.83350 0.97506 1.93728
O -1.45984 1.35788 2.92855
C -2.01558 1.37744 -0.09909
C -3.34058 1.77134 0.09478
C -4.35223 1.12980 -0.59594
C -4.03740 0.10566 -1.47849
C -2.70840 -0.26243 -1.59030
N -1.73809 0.33834 -0.90643
C -0.00464 -2.52217 1.98985
C 0.10832 -3.68882 2.76813
C 0.31557 -4.91168 2.19170
C 0.44795 -4.95574 0.76798
C 0.36014 -3.78538 0.05036
N 0.10080 -2.59100 0.59720
H -3.57368 2.53782 0.81507
H -5.38485 1.41756 -0.43423
H -4.80224 -0.41852 -2.03647
H -2.38427 -1.07110 -2.23540
H 0.03073 -3.55557 3.84045
H 0.40932 -5.80929 2.79213
H 0.63696 -5.88264 0.23922
H 0.49733 -3.76565 -1.02530
C 2.91254 -2.08783 -4.01273
C 2.34835 -1.59206 -2.70504
S 0.61311 -1.34576 -2.61447
C 3.13715 -1.34432 -1.64234
C 4.62990 -1.55545 -1.70158
S 2.50216 -0.74784 -0.12261
H 2.11034 -2.22521 -4.73898
H 3.42824 -3.04928 -3.89723
H 3.63965 -1.38622 -4.44125
H 5.07357 -1.10501 -2.59709
H 4.88860 -2.62184 -1.71534
H 5.10633 -1.11311 -0.82566
C 0.50895 3.81396 -0.15030
C -0.57655 3.42507 0.87013
C -1.77396 4.34903 0.62056
C -0.02999 3.73360 2.26764
C -0.82357 1.89652 0.66323
H 0.78252 4.86869 -0.04510
H 0.15643 3.64808 -1.17273
H 1.40174 3.20180 -0.01033
H -1.42109 5.38537 0.61445
H -2.52136 4.26686 1.41241
H -2.25565 4.15284 -0.33835
H 0.23839 4.79493 2.32087
H 0.86493 3.14195 2.47132
H -0.75650 3.49234 3.03969
H 0.04268 1.53103 0.10741
*
```

***

[7]
C21H24N4O2S2 | wB97M-V/def2-TZVPD

Summary:
**E_HOMO**: -7.959 eV
**Kohn-Sham gap**: 8.16 eV
**SMILES**: Cc1cc(C(=O)CSc2nnc(Nc3ccccc3)s2)c(C)n1C[C@@H]1CCCO1
**Relative energy (zero: lowest compared OMol25 entry of this formula, charge and spin)**: 14.61 kcal per mole
**LUMO level**: 0.0074 Eh

```
! RIJCOSX wB97M-V def2-TZVPD def2/J DEFGRID3
* xyz 0 1
C 1.17056 -0.75371 2.04360
C 1.46925 0.45059 1.22211
C 2.62164 0.76951 0.56519
C 2.44760 2.05768 -0.01281
C 1.16938 2.47778 0.33744
N 0.58111 1.48820 1.05721
C -0.76851 1.50164 1.54843
H -1.13580 2.52863 1.54870
H -0.78885 1.13299 2.57851
C -1.73764 0.62095 0.72264
C -1.94494 1.11892 -0.70762
H -2.25923 0.28831 -1.33866
C -3.09527 2.10798 -0.53722
H -2.73048 3.08247 -0.21017
C -3.91261 1.44236 0.57184
H -4.67915 0.77899 0.15069
O -3.01375 0.65482 1.34229
H -4.40265 2.16244 1.23377
H -3.67514 2.24351 -1.44672
H -1.04232 1.54209 -1.13777
H -1.38444 -0.41455 0.74265
C 0.51594 3.76994 0.00928
H 1.21863 4.37885 -0.55259
H -0.38549 3.63355 -0.58610
H 0.25405 4.30866 0.92083
C 3.35980 2.78815 -0.87136
O 3.38682 3.99835 -0.97733
C 4.23963 1.92750 -1.76631
H 4.62263 1.02702 -1.29324
H 5.04551 2.51912 -2.19708
S 3.18754 1.43771 -3.19451
C 2.24315 0.18802 -2.44642
N 0.97600 0.22251 -2.28286
N 0.45250 -0.85066 -1.71704
C 1.32142 -1.76542 -1.41996
N 1.09056 -2.93728 -0.80089
C -0.11226 -3.41277 -0.27638
C -1.33559 -2.80796 -0.54756
C -2.49037 -3.31516 0.01980
C -2.44272 -4.42577 0.84557
C -1.22665 -5.03868 1.09989
C -0.06502 -4.53776 0.54463
H 0.88402 -5.01460 0.74711
H -1.18000 -5.90950 1.73640
H -3.34754 -4.81470 1.28621
H -3.43498 -2.83532 -0.18592
H -1.36243 -1.95174 -1.19992
H 1.90456 -3.50405 -0.60935
S 2.97035 -1.34282 -1.88628
H 3.51531 0.17626 0.54973
H 2.06496 -1.36789 2.11284
H 0.37049 -1.35475 1.61224
H 0.87040 -0.47041 3.05247
*
```

***

[8]
C21H24N4O3S | wB97M-V/def2-TZVPD

Summary:
**E_HOMO**: -8.654 eV
**Kohn-Sham gap**: 8.25 eV
**Relative energy (zero: lowest compared OMol25 entry of this formula, charge and spin)**: 443.51 kcal per mole
**LUMO level**: -0.0147 Eh

```
! RIJCOSX wB97M-V def2-TZVPD def2/J DEFGRID3
* xyz 0 1
C -5.19039 -3.54886 0.74331
C -4.81023 -2.11002 1.02501
O -3.92385 -1.48498 0.02652
C -3.60610 -0.32525 0.12943
C -4.00206 0.41366 1.01540
C -3.56592 1.78338 1.23997
C -2.71830 2.18498 0.37057
C -2.30883 1.45536 -0.94615
C -2.83916 0.17196 -0.94960
C -2.31833 -0.85092 -1.92779
H -1.98627 -0.09243 -2.75684
H -3.26952 -1.37554 -2.31736
S -1.03298 -2.11447 -1.39577
C 0.30128 -0.73773 -1.22940
N 0.29110 0.36931 -1.88444
N 1.44298 0.86691 -1.38830
C 2.26856 -0.16347 -0.84749
N 1.45741 -1.20090 -0.64479
C 1.89051 -2.19916 0.00678
H 2.81948 -2.49292 0.10947
C 1.36485 -2.05028 1.45174
O 2.05595 -0.92812 2.28522
C 3.42792 -1.31053 2.66789
H 3.26886 -2.17444 3.52865
H 4.09673 -1.59642 1.56896
H 3.95648 -0.52421 3.07030
H 0.38246 -1.89187 1.58648
H 1.54425 -2.82099 2.07578
H 1.11975 -3.18158 -0.19945
C 3.64973 0.14389 -0.41653
C 3.99177 1.43839 0.16622
C 5.27164 1.44302 0.47537
N 6.27321 0.61627 0.35390
C 5.87736 -0.62314 -0.38118
C 4.57584 -0.81112 -0.79278
H 4.43353 -1.42024 -1.35046
H 6.72862 -1.18408 -0.74478
H 5.63036 2.35646 1.42382
H 3.22162 2.11606 0.47225
H -1.72366 1.86044 -1.50962
C -1.99384 3.60606 0.47134
O -2.57797 4.51773 1.42043
C -1.12853 4.03199 -0.67374
H -1.53130 3.97915 -1.66591
H -0.32946 3.40658 -0.80253
H -0.47683 4.98974 -0.46232
H -3.69618 2.44452 2.02362
H -4.57371 0.13609 1.98639
H -5.87116 -1.43142 0.93752
H -4.63097 -1.97830 2.07225
H -5.87439 -3.95019 1.34701
H -5.68720 -3.55690 -0.37106
H -4.12128 -4.04498 0.52455
*
```

***

no.,strongest force on any atom (eV/A)
1,14.85
2,0.70
3,0.65
4,8.30
5,1.29
6,0.45
7,1.75
8,18.83